No. 1
{"formula": "C5H15NO", "method": "the ωB97M-V functional and the def2-TZVPD basis", "elements": ["C", "C", "N", "C", "C", "C", "H", "H", "H", "H", "H", "H", "H", "H", "H", "H", "H", "H", "H", "H", "H", "O"], "positions_angstrom": [[2.790, 0.654, 0.153], [1.586, -0.035, 0.773], [0.342, 0.403, 0.143], [-0.920, -1.750, -0.073], [-0.248, -0.585, -0.777], [-1.207, 0.153, -1.737], [3.711, 0.266, 0.577], [2.817, 0.482, -0.924], [2.731, 1.731, 0.287], [1.550, 0.194, 1.840], [1.710, -1.124, 0.688], [-0.337, 0.562, 0.878], [-1.072, -2.592, -0.736], [-1.895, -1.454, 0.316], [-0.342, -2.070, 0.788], [0.584, -0.933, -1.400], [-1.889, -0.561, -2.209], [-0.635, 0.654, -2.510], [-1.816, 0.857, -1.175], [-3.180, 1.592, 2.055], [-1.905, 2.196, 1.457], [-2.375, 1.359, 1.586]], "mulliken_charge": [-1.25, -0.31, -0.31, -1.40, 0.42, -1.28, 0.37, 0.27, 0.33, 0.38, 0.26, 0.21, 0.38, 0.31, 0.42, 0.28, 0.36, 0.35, 0.26, 0.28, 0.31, -0.63], "orbital_gap_ev": 9.25, "relative_energy_kj_mol": 56.16, "smiles": "CCNC(C)C.O", "e_homo_ev": -8.57}

No. 2
{"formula": "C5H11N", "method": "the ωB97M-V functional and the def2-TZVPD basis", "elements": ["C", "C", "N", "C", "C", "C", "H", "H", "H", "H", "H", "H", "H", "H", "H", "H", "H"], "positions_angstrom": [[-1.880, 1.099, -0.224], [-1.448, -0.357, -0.290], [-0.600, -0.653, 0.832], [0.645, -1.597, 1.006], [0.556, -0.229, 1.244], [2.103, 0.095, -0.782], [-2.645, 1.313, -0.972], [-2.290, 1.320, 0.767], [-1.028, 1.765, -0.400], [-2.303, -1.031, -0.187], [-0.947, -0.602, -1.241], [0.499, -2.306, 1.808], [1.681, -0.809, -0.295], [0.956, 0.756, 1.502], [2.810, 0.604, -0.114], [1.355, 0.824, -1.129], [2.620, -0.329, -1.631]], "mulliken_charge": [-1.08, -0.33, -0.12, -0.82, -0.03, -1.03, 0.36, 0.32, 0.27, 0.33, 0.32, 0.21, 0.31, 0.39, 0.28, 0.22, 0.39], "orbital_gap_ev": 7.94, "relative_energy_kj_mol": 540.02, "smiles": "CCN1C=C1.C", "e_homo_ev": -7.29}

No. 3
{"formula": "C33H26InN7O6SSeTe", "method": "the ωB97M-V functional and the def2-TZVPD basis", "elements": ["In", "O", "C", "C", "C", "C", "C", "C", "C", "O", "N", "N", "C", "C", "C", "C", "C", "C", "N", "H", "H", "H", "H", "H", "H", "H", "H", "H", "H", "O", "C", "O", "C", "O", "O", "C", "Te", "C", "C", "C", "C", "C", "C", "C", "H", "H", "H", "H", "H", "H", "H", "H", "Se", "N", "C", "C", "C", "C", "C", "C", "N", "H", "H", "H", "H", "S", "C", "N", "C", "C", "C", "N", "H", "H", "H", "H"], "positions_angstrom": [[-0.500, -1.375, -0.285], [-0.650, -2.488, -4.674], [0.576, -3.037, -4.720], [1.223, -3.127, -5.954], [2.482, -3.683, -6.042], [3.136, -4.146, -4.904], [2.516, -4.051, -3.678], [1.238, -3.497, -3.564], [0.636, -3.292, -2.249], [-0.573, -2.945, -2.123], [1.443, -3.473, -1.195], [0.951, -3.002, -0.094], [1.376, -3.249, 1.089], [0.672, -2.686, 2.215], [1.098, -2.915, 3.527], [0.345, -2.420, 4.574], [-0.813, -1.708, 4.291], [-1.170, -1.516, 2.964], [-0.453, -2.008, 1.968], [-0.977, -2.591, -3.750], [0.705, -2.763, -6.828], [2.962, -3.767, -7.006], [4.123, -4.577, -4.980], [2.997, -4.399, -2.778], [2.204, -3.930, 1.264], [2.005, -3.473, 3.700], [0.644, -2.598, 5.595], [-1.432, -1.319, 5.082], [-2.073, -0.984, 2.682], [1.845, 1.745, -0.583], [0.929, 1.046, -0.208], [1.039, -0.072, 0.429], [-0.498, 1.472, -0.536], [-0.722, 2.532, -1.101], [-1.442, 0.615, -0.292], [-1.525, 3.561, 2.906], [-0.387, 1.839, 2.178], [0.652, 2.077, 4.090], [0.174, 3.341, 4.724], [0.761, 3.802, 5.896], [0.323, 4.972, 6.489], [-0.705, 5.697, 5.909], [-1.294, 5.240, 4.745], [-0.864, 4.061, 4.149], [-2.561, 3.291, 3.124], [-1.540, 4.331, 2.133], [1.730, 2.116, 3.929], [0.445, 1.226, 4.743], [1.570, 3.237, 6.337], [0.788, 5.320, 7.399], [-1.047, 6.616, 6.363], [-2.094, 5.803, 4.286], [-1.219, 0.546, -3.055], [0.122, -0.320, -2.362], [1.215, -0.114, -3.102], [2.506, -0.613, -2.861], [3.501, -0.276, -3.735], [3.268, 0.565, -4.842], [2.029, 1.075, -5.098], [0.971, 0.733, -4.237], [-0.292, 1.144, -4.375], [2.698, -1.216, -1.985], [4.502, -0.646, -3.568], [4.098, 0.824, -5.483], [1.828, 1.741, -5.921], [-3.023, -2.150, -0.334], [-3.636, -0.613, -0.025], [-4.147, 0.093, -1.087], [-4.512, 1.378, -0.961], [-4.509, 1.953, 0.280], [-4.120, 1.130, 1.356], [-3.703, -0.097, 1.203], [-4.099, -0.364, -1.994], [-4.805, 1.905, -1.857], [-4.785, 2.981, 0.429], [-4.154, 1.493, 2.376]], "mulliken_charge": [1.88, -0.74, 0.18, -0.61, -0.38, -0.78, -0.19, 0.52, 0.41, -0.67, -1.31, 0.64, -0.70, 1.07, -1.04, -0.32, -1.03, 0.27, 0.13, 0.33, 0.45, 0.41, 0.42, 0.44, 0.47, 0.45, 0.45, 0.49, 0.26, -0.69, 0.57, -0.78, -0.20, -0.61, 0.13, -1.12, 0.42, -1.26, 0.55, -0.66, -0.57, -0.54, -0.66, 0.53, 0.33, 0.51, 0.51, 0.42, 0.45, 0.39, 0.40, 0.44, 0.35, -0.32, 0.49, -0.13, -0.93, -0.67, -0.86, 0.70, -0.93, 0.57, 0.45, 0.42, 0.53, -0.44, 0.25, 0.05, -0.27, -0.52, -0.25, -0.32, 0.33, 0.41, 0.43, 0.56], "orbital_gap_ev": 6.41, "e_homo_ev": -7.40}

No. 4
{"formula": "C6H10O", "method": "the ωB97M-V functional and the def2-TZVPD basis", "elements": ["C", "C", "C", "C", "C", "C", "H", "H", "H", "H", "H", "H", "H", "H", "H", "H", "O"], "positions_angstrom": [[0.672, 0.692, 1.188], [1.123, 1.630, 0.358], [-0.874, -1.222, 1.239], [0.277, -0.696, 0.819], [1.249, -1.593, 0.138], [1.960, -1.399, -0.962], [0.862, 0.780, 2.258], [1.215, 2.642, 0.723], [1.532, 1.455, -0.630], [-1.027, -2.279, 1.063], [-1.701, -0.607, 1.563], [1.272, -2.569, 0.623], [2.523, -2.256, -1.321], [1.855, -0.601, -1.668], [-2.614, 1.469, -1.507], [-4.043, 1.353, -1.875], [-3.295, 1.950, -2.004]], "mulliken_charge": [-0.20, -0.65, -0.96, 0.56, -0.17, -0.73, 0.28, 0.29, 0.14, 0.30, 0.32, 0.30, 0.25, 0.27, 0.32, 0.32, -0.64], "orbital_gap_ev": 9.82, "relative_energy_kj_mol": 232.64, "smiles": "C=CC(=C)C=C.O", "e_homo_ev": -9.17}

No. 5
{"formula": "C45H30F15GeIN8OSSiZr", "method": "the ωB97M-V functional and the def2-TZVPD basis", "elements": ["Zr", "N", "C", "N", "C", "N", "N", "C", "C", "C", "C", "C", "C", "N", "C", "C", "C", "C", "C", "C", "H", "H", "H", "H", "H", "H", "H", "H", "H", "H", "H", "N", "C", "C", "C", "C", "C", "N", "H", "H", "H", "H", "H", "H", "C", "Si", "C", "C", "O", "H", "H", "H", "H", "H", "H", "H", "H", "H", "I", "C", "C", "C", "C", "N", "C", "H", "H", "H", "H", "F", "C", "C", "C", "F", "C", "F", "C", "F", "C", "F", "Ge", "S", "C", "C", "F", "C", "F", "C", "F", "C", "F", "C", "F", "C", "C", "F", "C", "F", "C", "F", "C", "F", "C", "F"], "positions_angstrom": [[0.950, -0.981, -0.239], [5.013, -2.164, 1.859], [4.177, -1.762, 0.913], [2.913, -2.070, 0.862], [2.386, -2.893, 1.861], [1.180, -3.363, 1.764], [0.543, -2.955, 0.621], [-0.480, -3.621, 0.222], [-1.054, -3.270, -1.067], [-2.147, -3.941, -1.590], [-2.562, -3.635, -2.878], [-1.861, -2.684, -3.598], [-0.806, -2.027, -2.983], [-0.408, -2.292, -1.744], [3.220, -3.282, 2.979], [2.745, -4.037, 4.056], [3.602, -4.407, 5.068], [4.950, -4.046, 5.017], [5.441, -3.310, 3.958], [4.573, -2.922, 2.945], [5.991, -1.921, 1.808], [4.589, -1.144, 0.123], [-0.851, -4.475, 0.782], [-2.659, -4.686, -0.996], [-3.421, -4.129, -3.311], [-2.137, -2.436, -4.612], [-0.265, -1.243, -3.501], [1.701, -4.318, 4.069], [3.237, -4.982, 5.908], [5.623, -4.356, 5.806], [6.487, -3.034, 3.911], [2.924, 0.767, 2.175], [1.722, 0.394, 2.706], [1.468, 0.733, 4.047], [0.330, 0.294, 4.667], [-0.561, -0.501, 3.948], [-0.284, -0.773, 2.641], [0.830, -0.349, 1.981], [3.404, 1.491, 2.686], [2.943, 0.861, 1.171], [2.189, 1.347, 4.569], [0.123, 0.568, 5.693], [-1.463, -0.879, 4.407], [-0.990, -1.337, 2.050], [1.223, 3.212, -0.247], [2.072, 1.979, -1.389], [3.846, 2.534, -1.694], [1.183, 1.568, -3.003], [2.087, 0.510, -0.603], [0.790, 4.041, -0.810], [1.940, 3.650, 0.451], [0.424, 2.742, 0.333], [3.854, 3.359, -2.411], [4.485, 1.749, -2.104], [4.316, 2.902, -0.779], [0.766, 2.451, -3.488], [0.358, 0.879, -2.800], [1.859, 1.103, -3.726], [5.586, -0.529, -4.358], [4.143, -1.801, -3.536], [3.974, -3.098, -3.994], [3.008, -3.880, -3.379], [2.228, -3.333, -2.379], [2.366, -2.072, -1.946], [3.333, -1.334, -2.512], [4.573, -3.487, -4.806], [2.861, -4.907, -3.681], [1.460, -3.933, -1.911], [3.456, -0.332, -2.136], [-1.397, 2.158, 2.180], [-2.694, 1.991, 2.501], [-3.584, 1.705, 1.480], [-4.910, 1.512, 1.826], [-5.800, 1.180, 0.888], [-5.343, 1.635, 3.137], [-6.617, 1.446, 3.448], [-4.428, 1.945, 4.132], [-4.826, 2.058, 5.385], [-3.087, 2.119, 3.815], [-2.200, 2.392, 4.773], [-2.835, 1.603, -0.344], [-1.438, -0.053, -0.262], [-4.320, 1.414, -1.639], [-4.529, 0.326, -2.461], [-3.691, -0.723, -2.394], [-5.577, 0.269, -3.360], [-5.735, -0.802, -4.136], [-6.455, 1.337, -3.447], [-7.461, 1.297, -4.299], [-6.276, 2.449, -2.634], [-7.111, 3.472, -2.718], [-5.218, 2.465, -1.745], [-5.064, 3.522, -0.937], [-2.134, 3.375, -0.882], [-1.764, 3.481, -2.210], [-1.784, 2.359, -2.957], [-1.396, 4.678, -2.789], [-1.017, 4.735, -4.062], [-1.423, 5.826, -2.010], [-1.081, 6.986, -2.538], [-1.804, 5.757, -0.677], [-1.819, 6.858, 0.060], [-2.155, 4.534, -0.128], [-2.519, 4.489, 1.154]], "mulliken_charge": [-0.83, 0.20, -0.81, 0.55, 0.43, -1.73, 1.82, -1.11, 0.98, -1.01, -0.55, -1.06, -0.32, 1.28, 0.69, -0.45, -0.88, -0.51, -0.95, 0.09, 0.33, 0.52, 0.54, 0.56, 0.50, 0.51, 0.46, 0.51, 0.46, 0.44, 0.44, -0.15, 0.09, -1.08, -0.65, -1.39, -0.58, 2.16, 0.35, -0.31, 0.47, 0.53, 0.58, 0.44, -0.31, 0.83, -1.35, -0.68, -0.34, 0.39, 0.47, -0.36, 0.40, 0.23, 0.35, 0.61, -0.22, 0.35, 0.13, -0.99, -0.15, -1.15, -0.23, 0.79, -0.68, 0.48, 0.51, 0.36, 0.56, -0.40, 0.24, -0.41, 0.41, -0.30, 0.11, -0.28, 0.57, -0.29, -0.01, -0.35, 1.09, 0.03, -0.02, -0.54, 0.15, -0.10, -0.30, 0.61, -0.28, 0.22, -0.28, 0.51, -0.34, -0.05, 0.37, -0.46, 0.26, -0.35, 0.59, -0.30, 0.32, -0.31, 0.57, -0.24], "orbital_gap_ev": 6.60, "relative_energy_kj_mol": 0.00, "total_charge": 2, "e_homo_ev": -13.20}

No. 6
{"formula": "C5H14O", "method": "the ωB97M-V functional and the def2-TZVPD basis", "elements": ["C", "C", "C", "C", "C", "H", "H", "H", "H", "H", "H", "H", "H", "H", "H", "H", "H", "H", "H", "O"], "positions_angstrom": [[-1.417, -0.589, -0.393], [-0.953, -0.374, 1.103], [0.492, 0.072, 1.182], [1.627, -0.885, 0.470], [-2.011, 0.689, -0.922], [-0.774, -1.092, -1.194], [-2.137, -1.379, -0.362], [-1.049, -1.423, 1.543], [-1.589, 0.350, 1.594], [0.714, -0.225, 2.134], [0.700, 1.063, 0.902], [1.150, -1.666, -0.046], [2.431, -0.198, 0.076], [2.315, -1.129, 1.230], [-2.390, 0.618, -2.008], [-2.791, 1.115, -0.425], [-1.101, 1.276, -0.988], [1.543, 1.625, -1.270], [2.772, 0.692, -1.517], [2.468, 1.458, -1.109]], "mulliken_charge": [-0.29, -0.56, -0.35, -0.94, -1.19, 0.32, 0.40, 0.31, 0.36, 0.34, 0.50, 0.46, 0.23, 0.38, 0.32, 0.41, 0.26, 0.35, 0.34, -0.65], "orbital_gap_ev": [12.68, 5.10], "relative_energy_kj_mol": 211.09, "multiplicity": 2, "total_charge": 1, "e_homo_ev": [-15.59, -15.19]}

| no. | total energy (Ha) |
| --- | --- |
| 1 | -329.4862 |
| 2 | -251.6568 |
| 3 | -5365.6622 |
| 4 | -309.7538 |
| 5 | -6853.2021 |
| 6 | -273.6772 |